52
Properties=species:S:1:pos:R:3:nbo_charge:R:1 method="wB97M-V/def2-TZVPD" e_above_lowest_ev=0.011 spin_multiplicity=6 orbital_gap_ev="7.87 / 5.51" homo_energy_ev="-7.991 / -7.964"
C 0.8345 2.9736 3.3238 0.75
H -0.9374 -4.4201 3.3344 0.25
Fe 0.8690 0.1622 -0.6895 1.72
Cl 3.6247 3.2497 -3.2220 0.02
Cl -0.4504 -0.1652 -3.0369 0.04
H 2.9114 3.1383 -5.9675 0.24
H -0.3795 0.4010 -5.8804 0.24
O 1.2121 1.4419 1.2186 -0.98
S 0.3842 1.4305 2.4073 2.28
F 2.0699 2.8739 3.7980 -0.30
H 3.8379 -2.2398 2.1129 0.25
O 0.5809 0.4115 3.4042 -0.95
C 1.2499 1.7875 -6.0701 -0.06
O -1.1998 -1.7272 3.4454 -1.00
C -0.2142 -4.3854 2.5218 -0.63
O 1.8318 -3.0552 0.6897 -0.81
F -2.1086 4.3944 1.1104 -0.30
O -1.1721 1.0793 -0.3614 -1.01
C 0.5526 0.8625 -4.0045 -0.13
O -0.1488 -0.9528 1.3035 -1.20
P 0.4321 -3.4015 -0.0430 2.37
C 0.3943 0.9570 -5.3702 -0.23
H 1.1899 -5.4544 -0.0691 0.51
O -0.0310 -2.5060 -1.1079 -1.09
C 4.0027 -2.1720 1.0378 -0.68
F -2.3514 3.7237 -0.9344 -0.30
O -3.2211 1.5191 0.8606 -0.92
C -0.7870 -3.5929 1.3569 -0.44
C 1.5429 1.5442 -3.2748 0.37
C 2.6886 -2.0070 0.3479 0.56
Cl 1.0861 1.9332 -7.7932 0.00
O 1.6887 1.4066 -1.9898 -0.85
O -2.6582 -1.6817 1.3779 -1.00
P -1.1893 -1.8482 1.8786 2.40
H -0.4818 -1.1304 3.7568 0.56
S -1.8212 1.7970 0.7223 2.26
C 2.2418 2.4966 -5.4124 -0.23
H -3.0867 -0.8079 1.3922 0.56
F -0.0106 3.1230 4.3382 -0.30
O -1.8881 -4.2933 0.8150 -0.70
F -0.3764 3.7993 -0.0532 -0.30
H 4.6446 -1.3260 0.8102 0.25
O 0.6671 -4.8590 -0.6203 -0.97
F 0.7545 4.0331 2.5299 -0.30
N -1.1509 1.6895 2.1344 -1.22
C 2.3809 2.3754 -4.0429 -0.11
H -2.3662 -3.7267 0.1946 0.50
H 4.4710 -3.0930 0.6914 0.24
H -0.0020 -5.4039 2.1962 0.22
H 0.7014 -3.9218 2.8880 0.23
C -1.6622 3.5589 0.1861 0.74
N 2.4038 -1.0931 -0.4487 -0.54

---

105
Properties=species:S:1:pos:R:3:mulliken_charge:R:1 method="wB97M-V/def2-TZVPD" smiles="COCc1c(B(O)O)c(-c2ccncc2)c2c(c1P(O)Cl)C(=O)C(CB(O)O)=C(CON=O)C2=O.CCOP(=O)(OCC)OCC.CCOP(=O)(OCC)OCC" orbital_gap_ev=7.15 homo_energy_ev=-9.295
H 4.7760 -6.1357 7.6965 0.35
O -0.9276 -0.9171 -2.1399 -0.61
C -0.7610 -0.0711 -1.1386 -0.03
H -1.1702 -3.1923 -7.0379 0.38
C -0.2165 -4.7231 3.7939 -0.83
H 1.0925 5.2840 2.5200 0.27
H 2.8585 -1.1033 6.1236 0.33
C 4.7630 1.3653 -0.3009 -0.66
H -0.9145 -0.0442 -4.7650 0.30
H -2.6529 0.3412 3.4579 0.33
O 1.5629 -2.4610 -1.5665 -0.45
H 3.3280 -2.8337 8.5910 0.17
H -2.5696 -2.1746 0.1622 0.32
P 2.6876 -1.2832 -1.0024 0.23
H 3.1554 -7.4746 8.9893 0.40
C 3.6602 -2.1249 7.8268 -0.98
C -2.2209 1.4399 -5.6439 -0.40
O -2.2541 -1.4923 -7.3421 -0.37
O -2.2155 3.9134 -1.0729 -0.55
C -1.8103 0.5273 -4.5032 -0.75
O 4.0193 5.5563 -0.7852 -0.61
O 3.4135 -5.0439 6.6511 -0.20
C 0.4620 0.9586 -0.8279 0.23
C 0.3984 -5.7562 4.7267 -0.49
O -6.7082 3.3384 0.3175 -0.33
H -6.0719 0.0998 -7.8283 0.27
B 3.7899 4.4507 0.1850 0.80
H -3.8501 -3.2329 -8.5295 0.29
O -4.5332 -1.7510 -6.7135 -0.71
O -0.8237 -1.6939 2.4439 -0.61
H -0.1670 -3.7097 4.1947 0.21
H -0.4238 -1.2075 3.2482 0.29
H 1.6242 -1.6943 7.2385 0.28
C 2.5853 -1.9384 6.7738 -0.31
H -1.2656 -4.9692 3.5901 0.35
O 0.3362 -3.9161 6.5748 -0.70
H 4.5046 3.5932 1.9352 0.33
H 0.3208 -4.7061 2.8386 0.27
C -2.0630 0.1115 -0.0984 0.37
H -4.0007 -0.9634 0.7797 0.26
C 0.1350 7.4348 2.0050 -0.22
O 4.5202 4.4793 1.4659 -0.61
C -2.4766 1.5544 0.1425 0.70
C 0.0085 2.5441 -0.5327 -0.15
H 2.7597 -7.5861 7.2548 0.28
H 1.8012 -6.5565 8.3151 0.36
O -2.4073 0.7399 -6.8654 -0.21
H -2.6761 -3.1331 -6.1405 0.30
H 6.7445 3.0430 0.2034 0.23
H 1.3130 -2.2041 -2.5195 0.33
H -2.5979 -0.1951 -4.2681 0.33
C 2.0123 0.4671 -0.7749 0.40
H -1.6095 1.1115 -3.5993 0.14
O 1.6690 -5.3249 5.1980 -0.33
H -6.0372 2.6597 -7.9121 0.43
H 4.5795 -2.5236 7.3854 0.25
C 3.1425 1.6551 -0.4369 0.08
H -4.2653 2.5745 -8.0624 0.24
C 2.8168 -6.9108 8.1140 -1.14
B -2.2007 -1.1693 2.1970 0.56
C -2.8317 -1.1415 0.6413 -0.82
H 7.5703 1.4580 -0.4863 0.27
H 3.1100 5.9466 -0.9957 0.35
O -2.9262 -0.6393 3.3738 -0.52
N -5.8235 3.0166 1.1012 0.08
H -3.0275 -4.7063 -7.9715 0.34
Cl 4.0640 -1.0665 -2.6686 -0.24
H 0.2001 7.7792 3.1461 0.29
C 0.6147 5.2330 0.1260 -0.04
H -0.2635 -5.9918 5.5653 0.32
C -0.5104 7.7282 -0.4203 -0.19
C -5.2779 0.6760 -8.3148 -0.32
C 3.7586 -5.7553 7.8307 -0.18
H 3.7742 -5.0630 8.6765 0.22
H -3.2973 2.8981 1.7899 0.28
C -1.6419 2.8321 -0.5512 0.16
C 0.6516 5.9391 1.6324 -0.29
C 6.8739 2.3778 -0.7550 -0.58
C -3.7233 2.0020 1.1270 -0.73
H 7.4663 3.0352 -1.5392 0.25
H 5.0399 0.2158 -0.2726 0.43
H -5.5442 0.7785 -9.3700 0.34
H -4.0783 1.1675 1.8654 0.35
H -2.2550 -3.6194 -9.1430 0.28
H 5.0636 1.7797 0.7776 0.19
H -1.0114 8.4393 -1.2415 0.28
P 1.7896 -4.4488 6.6108 0.97
H -3.1412 1.9725 -5.3906 0.25
C -0.0404 6.2818 -1.0012 -0.21
C 1.1121 3.7072 -0.1967 0.29
N -0.4499 8.3094 0.9502 -0.46
O 2.4559 -3.0831 5.9519 -0.39
H 3.8862 -1.1797 8.3248 0.43
H -0.1819 5.9573 -2.1266 0.30
H -1.4414 2.1893 -5.8129 0.35
C -2.2217 -2.8945 -7.1065 -0.33
P -3.5291 -0.5746 -6.7852 1.08
O -4.0539 -0.0320 -8.2595 -0.39
H -5.0643 1.9764 -6.6064 0.18
O 5.5803 1.9609 -1.3697 -0.29
C -5.1552 2.0539 -7.6938 -0.96
O -4.8258 2.5625 0.2842 -0.06
H 0.5511 -6.6916 4.1784 0.36
C -2.8845 -3.6543 -8.2462 -1.06
C 2.6896 3.2418 -0.1609 0.03

---

49
Properties=species:S:1:pos:R:3:nbo_charge:R:1 method="wB97M-V/def2-TZVPD" total_charge=-1 e_above_lowest_ev=0.078 spin_multiplicity=2 orbital_gap_ev="7.55 / 7.94" homo_energy_ev="-5.317 / -5.387"
H 3.9327 -1.1462 2.6829 0.20
O -0.0094 1.9318 0.8995 -0.72
H -0.4459 2.4317 -1.7894 0.22
N 1.2424 -0.7999 2.5095 -0.48
H -4.4029 0.8933 -1.0406 0.20
H 1.6382 1.6385 3.6815 0.25
C -1.3484 -3.3343 -0.8234 -0.12
C -0.6967 2.2708 1.9507 0.66
C -3.3627 0.6171 -1.2317 -0.60
H -3.0421 -0.0467 -0.4310 0.22
H 0.2936 -0.4597 2.6262 0.38
H 3.0131 1.1718 4.6948 0.21
C -2.3089 -2.3938 1.6431 -0.12
O -1.1726 -0.3369 1.1066 -0.73
H 2.1957 0.5377 1.3042 0.37
Cl -0.7509 -3.8539 -2.3503 0.03
O -0.2992 3.0040 2.8290 -0.64
H 0.3831 -0.2554 4.9532 0.22
H 3.9959 -1.2018 4.4427 0.20
C 3.3508 -1.3741 3.5788 -0.61
H -2.5018 2.3762 -0.3627 0.19
Cl -3.6065 -4.7000 2.1953 0.02
H -3.0126 2.3445 -3.3689 0.19
H 0.9672 -1.9201 4.8233 0.22
C 2.1019 -0.4974 3.6575 0.10
H -0.9691 0.9474 -2.5936 0.20
Cl -2.5725 -5.7394 -0.5692 0.01
H -1.6967 1.8057 1.9717 0.10
Cl -2.8882 -1.7759 3.1478 0.02
H 3.0704 -2.4279 3.5500 0.21
C -2.6221 -3.6826 1.2004 -0.08
H -2.4558 3.7335 -2.4344 0.20
H 2.3094 -1.0286 0.8223 0.38
C 1.2793 -0.8766 4.8853 -0.61
C 2.5069 0.9804 3.7463 -0.65
V 0.0924 0.4737 -0.3089 1.39
C -1.0211 -2.0782 -0.3580 0.27
C -2.1595 -4.1515 -0.0233 -0.11
H 1.8617 -0.7329 5.7966 0.20
H 3.2032 1.2627 2.9529 0.20
C -1.5123 -1.5665 0.8569 0.27
H -3.3319 0.0568 -2.1713 0.20
H -4.0786 3.0793 -2.1645 0.19
N 1.6910 -0.3465 1.2460 -0.67
O -0.2529 -1.1969 -0.9948 -0.65
C -3.0403 2.8128 -2.3807 -0.59
C -2.4754 1.8557 -1.3274 -0.24
Br 2.1442 0.9155 -1.5817 -0.42
C -1.0266 1.5129 -1.6561 -0.68

---

What total energy values result from the calculations? In sequence: -168701.3410 -114480.8503 -172907.6213 eV.